Entry 1:
Molecular formula: C46H42AsBiN7PS2
Method: DFT, ωB97M-V/def2-TZVPD

Geometry (Å):
Bi1 -0.358174 -0.445282 -0.360595
C1 1.738512 2.628585 2.357011
C2 1.041330 1.457120 1.756912
N1 1.079306 1.182511 0.495415
N2 1.834779 1.975119 -0.302022
C3 1.827579 1.719520 -1.585898
N3 2.568839 2.520432 -2.358806
S1 0.979723 0.439131 -2.417917
C4 0.262470 0.552117 2.628511
C5 0.004197 0.856000 3.956380
C6 -0.714814 -0.049800 4.721797
C7 -1.151145 -1.231290 4.145253
C8 -0.868218 -1.455892 2.810537
N4 -0.172739 -0.588142 2.077942
H1 2.418844 3.075625 1.642860
H2 2.283416 2.333316 3.253427
H3 0.993512 3.375352 2.646526
H4 3.071873 3.284467 -1.937995
H5 2.613857 2.382890 -3.352284
H6 0.349103 1.785666 4.383164
H7 -0.929796 0.167687 5.759377
H8 -1.703748 -1.967577 4.710565
H9 -1.198124 -2.363155 2.318173
N5 -4.461603 2.047870 0.566040
C9 -4.296999 3.446875 0.408581
C10 -5.408022 4.262166 0.296350
C11 -5.247461 5.630865 0.120797
C12 -3.977594 6.175000 0.033812
C13 -2.862864 5.350531 0.131514
C14 -3.025312 3.992297 0.335487
S2 -1.601987 2.962230 0.556582
N6 -2.222572 1.388030 0.331168
C15 -3.480006 1.129156 0.404827
C16 -3.930956 -0.298252 0.300760
C17 -5.182080 -0.621581 -0.209654
C18 -5.566515 -1.954202 -0.249500
C19 -4.690230 -2.915539 0.220069
C20 -3.450043 -2.501118 0.681774
N7 -3.067173 -1.227380 0.720906
H10 -5.395495 1.720237 0.741778
H11 -6.401202 3.831034 0.347569
H12 -6.119696 6.264872 0.044696
H13 -3.847227 7.238273 -0.110612
H14 -1.866888 5.770664 0.061880
H15 -5.840601 0.140295 -0.602909
H16 -6.534986 -2.230553 -0.644158
H17 -4.949277 -3.965226 0.226409
H18 -2.737533 -3.234557 1.048657
C21 0.994204 -4.089101 0.404986
C22 1.726794 -3.907299 1.725877
As1 1.500741 -5.410114 3.012100
C23 2.045976 -6.868225 1.841372
C24 3.066373 -6.715754 0.906301
C25 3.511020 -7.802184 0.164343
C26 2.944810 -9.053658 0.354975
C27 1.941193 -9.218816 1.299448
C28 1.499485 -8.134204 2.042785
C29 -0.452792 -5.536591 2.862767
C30 -1.188237 -4.954921 3.894825
C31 -2.577600 -4.976955 3.882802
C32 -3.249868 -5.601877 2.841349
C33 -2.528345 -6.196687 1.813939
C34 -1.139120 -6.162517 1.823242
P1 1.227043 -2.679603 -0.725338
C35 0.461136 -3.137011 -2.293324
C36 -0.823515 -3.689312 -2.269267
C37 -1.481672 -3.972573 -3.455639
C38 -0.866580 -3.701731 -4.670458
C39 0.404525 -3.144758 -4.699432
C40 1.068714 -2.856056 -3.516869
C41 2.996978 -2.483498 -0.961105
C42 3.643314 -1.345434 -0.487420
C43 5.021117 -1.234165 -0.600742
C44 5.751102 -2.258190 -1.186791
C45 5.109761 -3.396944 -1.659690
C46 3.734344 -3.514519 -1.546453
H19 -0.078540 -4.211627 0.571095
H20 1.335868 -4.983392 -0.124002
H21 1.381676 -3.013969 2.252395
H22 2.798716 -3.774435 1.567542
H23 3.540965 -5.751328 0.757366
H24 4.309634 -7.672888 -0.555145
H25 3.293581 -9.900888 -0.220112
H26 1.507516 -10.196230 1.464928
H27 0.723395 -8.280913 2.785719
H28 -0.665834 -4.510125 4.735984
H29 -3.135767 -4.543045 4.703339
H30 -4.331365 -5.651297 2.846763
H31 -3.046369 -6.711346 1.013855
H32 -0.589026 -6.648051 1.025550
H33 -1.307313 -3.921092 -1.325974
H34 -2.469498 -4.413348 -3.432566
H35 -1.377072 -3.929444 -5.596589
H36 0.883389 -2.936774 -5.646816
H37 2.058694 -2.419484 -3.545191
H38 3.073986 -0.543359 -0.031502
H39 5.524277 -0.350131 -0.232659
H40 6.825678 -2.170625 -1.276347
H41 5.683120 -4.192052 -2.117131
H42 3.236031 -4.403550 -1.917441

Atoms 1-3, force components in eV/Å:
-0.177 -0.190 -0.118
0.021 -0.004 0.003
0.036 -0.005 -0.011

## Properties
- Net charge: +2
- Energy relative to the best compared isomer or geometry (same formula, charge and spin): 0.0 kcal per mole

Löwdin atomic charge list, values in e, 2 entries: 1.500 -0.003

***

Entry 2:
Molecular formula: C46H42FN5O24
Method: DFT, ωB97M-V/def2-TZVPD

Geometry (Å):
H1 -3.919868 0.510966 -6.619383
N1 -3.198466 0.883055 -7.238028
C1 -2.335742 1.532693 -6.579200
N2 -2.346683 1.774221 -5.163030
N3 -1.201176 2.103474 -7.244908
C2 -0.534469 1.204428 -8.207464
C3 -0.301351 -0.190583 -7.618439
C4 0.974821 -0.845566 -8.149776
C5 2.298993 -0.461008 -7.420878
C6 2.202162 0.718910 -6.500759
C7 1.792853 0.690656 -5.225240
C8 1.482880 -0.570784 -4.487695
O1 1.014458 -1.561320 -4.961780
N4 1.944337 -0.522271 -3.113477
C9 1.035066 -0.123057 -2.113105
O2 1.316301 0.218468 -1.030886
F1 -0.249091 -0.137560 -2.541595
C10 1.648790 1.943912 -4.434388
O3 0.866768 1.977417 -3.514588
C11 2.497022 3.112891 -4.819535
C12 2.823157 4.163436 -3.785525
C13 2.956404 3.609042 -2.356234
C14 1.711744 3.751756 -1.464590
N5 1.900476 4.711555 -0.360859
C15 2.934414 3.141095 -6.079426
C16 2.610790 2.070916 -7.047661
O4 2.694982 2.242299 -8.239850
H2 -3.230402 2.179252 -4.874155
H3 -2.204622 0.912058 -4.645914
H4 -1.519583 2.933067 -7.737782
H5 -1.077359 1.113137 -9.158993
H6 0.425359 1.671669 -8.434748
H7 -0.264359 -0.124844 -6.524895
H8 -1.159457 -0.827212 -7.851368
H9 0.866527 -1.930862 -8.061010
H10 1.074348 -0.632380 -9.220305
H11 3.070755 -0.234294 -8.160054
H12 2.638392 -1.320860 -6.835671
H13 2.252173 -1.465617 -2.875554
H14 2.074858 4.967219 -3.802833
H15 3.769166 4.614045 -4.108237
H16 3.274523 2.565087 -2.393022
H17 3.777610 4.138399 -1.856828
H18 1.424220 2.779393 -1.053478
H19 0.862700 4.061161 -2.084065
H20 2.769849 5.220329 -0.455938
H21 1.151170 5.390930 -0.325069
H22 3.542965 3.956588 -6.467061
O5 -1.145870 3.273092 -0.231600
C17 -1.363312 2.655789 0.795092
C18 -0.721337 1.413389 1.162173
C19 -1.065592 0.836369 2.322429
O6 -0.556983 -0.302885 2.765257
C20 -2.095514 1.437599 3.256023
O7 -2.330905 0.812192 4.276485
C21 -2.731610 2.683236 2.894906
C22 -2.386961 3.262801 1.735769
O8 -2.893063 4.400909 1.291421
H23 0.013837 0.987688 0.489904
H24 -1.001896 -0.486910 3.617354
H25 -3.460301 3.106468 3.571882
H26 -2.458116 4.562596 0.427944
O9 -5.389208 0.506885 5.740318
C23 -5.941900 -0.254811 4.967491
C24 -7.304600 -0.106048 4.503386
C25 -7.813001 -1.036583 3.683869
O10 -9.050387 -1.014534 3.212711
C26 -7.014193 -2.236193 3.223901
O11 -7.595133 -3.023974 2.496881
C27 -5.645683 -2.369995 3.663535
C28 -5.131043 -1.440576 4.483299
O12 -3.893927 -1.468144 4.944748
H27 -7.873783 0.747586 4.844256
H28 -9.137682 -1.817470 2.658331
H29 -5.079469 -3.225442 3.323451
H30 -3.768972 -0.659169 5.482368
O13 7.902435 -2.220836 -0.109533
C29 7.376944 -1.323914 -0.744244
C30 7.938456 -0.721118 -1.934426
C31 7.262190 0.269373 -2.532223
O14 7.669816 0.898265 -3.623900
C32 5.937475 0.780696 -2.004915
O15 5.422793 1.692371 -2.632496
C33 5.364660 0.170301 -0.830238
C34 6.038010 -0.825421 -0.230868
O16 5.620189 -1.463903 0.845346
H31 8.886077 -1.089139 -2.301217
H32 6.982703 1.568893 -3.816986
H33 4.405649 0.524929 -0.476384
H34 6.299960 -2.136318 1.067650
O17 5.787900 -2.620766 5.215607
C35 6.875544 -3.148893 5.067630
C36 7.828464 -3.398918 6.125914
C37 8.996608 -3.980134 5.816656
O18 9.944293 -4.257700 6.696816
C38 9.354687 -4.381422 4.399684
O19 10.449676 -4.888839 4.241791
C39 8.394129 -4.143582 3.341256
C40 7.229020 -3.566087 3.656740
O20 6.271491 -3.295025 2.776477
H35 7.567245 -3.107936 7.133340
H36 10.674784 -4.667789 6.190334
H37 8.652400 -4.433547 2.332376
H38 5.548224 -2.866925 3.282952
O21 -11.425512 -1.083404 9.720347
C41 -10.754923 -1.639051 8.868728
C42 -11.164667 -2.809863 8.126371
C43 -10.319825 -3.325986 7.222201
O22 -10.581879 -4.390224 6.481908
C44 -8.953233 -2.728574 6.954424
O23 -8.275938 -3.294563 6.112688
C45 -8.547176 -1.550734 7.685068
C46 -9.393639 -1.032181 8.587691
O24 -9.137207 0.039889 9.316141
H39 -12.140125 -3.230698 8.324189
H40 -9.790294 -4.535158 5.923792
H41 -7.574993 -1.122896 7.482393
H42 -9.924209 0.177660 9.882610

Atoms 1-3, force components in eV/Å:
0.082 0.007 -0.032
-0.017 0.040 0.113
-0.010 -0.033 -0.161

## Properties
- Electronic energy: -3957.45773 Ha
- SMILES: [H]/N=C(\N)NCCCCC1=C(C(=O)NC(=O)F)C(=O)C(CCCN)=CC1=O.O=C1C=C(O)C(=O)C=C1O.O=C1C=C(O)C(=O)C=C1O.O=C1C=C(O)C(=O)C=C1O.O=C1C=C(O)C(=O)C=C1O.O=C1C=C(O)C(=O)C=C1O
- Net charge: 0

Löwdin atomic charge list, values in e, 2 entries: 0.058 0.162